Entry 1:
The following is a DFT calculation (wB97M-V/def2-TZVPD) of a cluster of 3 separate species, C36H21F5N3O5 in total.

The largest force on an atom is 0.9 eV/A. For the gap between HOMO and LUMO, the calculation gives 7.396 eV. As for the LUMO energy: -3.84 eV. Its total energy is -65958.177 eV.

```
! RIJCOSX wB97M-V def2-TZVPD def2/J DEFGRID3
* xyz 1 1
F -1.937 4.618 1.141
F 0.665 6.138 0.420
F -0.343 5.183 2.493
F -0.630 5.001 -0.876
F 1.173 4.104 -0.155
O 8.905 2.316 -4.421
O 5.390 0.984 -0.606
O -5.576 -2.899 2.761
O -8.847 -5.550 -0.551
O -2.614 2.139 1.365
N 0.495 1.090 2.507
N -4.349 0.700 2.324
N -1.309 1.952 1.806
C -7.055 -1.392 0.930
C 7.448 -0.832 -1.151
C 8.480 -1.694 -1.478
C -5.567 -5.695 2.905
C 4.781 4.545 -2.713
C -0.638 4.425 1.421
C -8.705 -2.772 -0.833
C 0.186 4.937 0.169
C -6.517 -7.762 2.122
C -3.452 1.334 1.992
C 8.096 1.999 -3.578
C 9.373 -1.363 -2.491
C 0.772 2.428 2.272
C 2.102 3.008 2.500
C -7.131 -2.778 0.993
C 4.932 3.361 -2.013
C -0.388 2.986 1.810
C -8.615 -1.393 -0.902
C -7.968 -3.469 0.116
C -6.299 -3.504 1.995
C -0.769 0.815 2.208
C 9.241 -0.164 -3.171
C -6.374 -4.991 2.019
C -8.089 -4.954 0.182
C -5.635 -7.077 2.952
C 6.017 2.531 -2.271
C 6.800 4.088 -3.938
C 6.172 1.269 -1.495
C 3.113 2.746 1.673
C 8.211 0.708 -2.845
C 7.304 0.368 -1.838
C -7.794 -0.702 -0.016
C 6.946 2.891 -3.247
C -7.318 -7.067 1.234
C 5.721 4.913 -3.671
C -7.244 -5.681 1.172
H 5.607 5.842 -4.212
H 10.174 -2.043 -2.750
H 7.532 4.363 -4.684
H -6.416 -0.860 1.621
H 2.239 3.649 3.362
H -6.574 -8.842 2.168
H -4.890 -5.156 3.551
H 3.153 1.838 1.079
H 3.932 5.186 -2.515
H 8.590 -2.629 -0.945
H 3.947 3.423 1.546
H -7.733 0.378 -0.066
H -8.003 -7.592 0.582
H -1.264 -0.140 2.285
H 6.749 -1.085 -0.367
H -5.003 -7.625 3.639
H 1.192 0.451 2.862
H 4.207 3.070 -1.265
H 9.934 0.102 -3.957
H -9.343 -3.317 -1.515
H -9.187 -0.852 -1.644
*
```

Here are the Löwdin charges for atoms 1 to 8, given in e:
1 F 0.161
2 F 0.212
3 F 0.162
4 F 0.194
5 F 0.172
6 O 0.121
7 O 0.072
8 O 0.087

***

Entry 2:
The following is a DFT calculation (wB97M-V/def2-TZVPD) of a structure of composition C36H21N11Na at a distorted geometry.

The largest force on an atom is 4.9 eV/A. For the gap between HOMO and LUMO (alpha / beta), the calculation gives 4.583 / 4.586 eV. As for the LUMO energy (alpha / beta): 1.39 / 1.39 eV. Its total energy is -58481.325 eV.

```
! RIJCOSX wB97M-V def2-TZVPD def2/J DEFGRID3
* xyz -1 1
Na -0.105 0.581 -1.021
N -3.424 -0.371 -0.476
N 1.084 -4.605 1.377
N 0.545 -2.888 -1.094
N 1.542 -2.318 -0.174
N -1.949 1.568 -0.380
N 0.702 2.604 -0.299
N 1.970 0.054 -0.289
N -1.345 3.861 -0.029
N 1.613 -6.356 -0.084
N -1.157 -1.237 -0.457
N 3.107 2.187 -0.419
C -1.694 -3.437 0.126
C 0.573 -2.255 0.886
C 2.075 2.956 -0.300
C 0.827 -3.420 1.777
C -6.319 2.951 0.083
C 3.733 -1.319 -0.750
C -4.233 -4.419 0.831
C 5.538 0.306 -0.913
C 6.416 -0.751 -0.963
C 1.183 -5.012 0.031
C 2.348 -1.241 -0.463
C 1.670 6.989 0.672
C -2.848 -2.658 0.083
C 4.631 -2.424 -0.833
C -5.685 4.195 0.238
C 5.970 -2.113 -0.972
C 3.300 5.231 0.145
C 0.573 6.173 0.572
C -4.321 4.293 0.175
C 4.200 0.005 -0.746
C 0.825 4.854 0.197
C 3.063 0.839 -0.465
C -3.083 -5.211 0.881
C -5.633 1.839 -0.235
C 2.984 6.540 0.494
C 2.171 4.408 0.020
C -2.451 -1.319 -0.360
C -1.824 -4.764 0.529
C -0.571 -2.521 -0.106
C 0.845 -4.316 -1.073
C -3.604 3.148 -0.104
C -4.256 1.931 -0.281
C -3.144 0.910 -0.441
C -0.010 3.704 -0.076
C -2.208 2.843 -0.209
C -4.108 -3.108 0.359
H 1.610 7.986 1.002
H -1.036 -5.509 0.563
H 7.478 -0.602 -0.963
H -6.308 5.091 0.478
H 0.492 -1.315 1.448
H -0.466 6.465 0.822
H 0.894 -3.291 2.862
H -6.160 0.925 -0.355
H 6.672 -2.891 -1.126
H -5.208 -4.755 1.140
H 1.551 -6.921 0.768
H 0.929 -4.799 -2.097
H 3.822 7.238 0.598
H -4.876 -2.370 0.222
H 5.883 1.342 -0.927
H 4.310 4.849 -0.018
H 1.075 -6.802 -0.805
H -3.245 -6.260 1.145
H -3.814 5.223 0.368
H -7.386 2.944 0.201
H 4.266 -3.457 -0.788
*
```

Here are the Löwdin charges for atoms 1 to 8, given in e:
1 Na 0.380
2 N 0.174
3 N 0.112
4 N 0.073
5 N -0.011
6 N 0.123
7 N 0.135
8 N 0.125

***

Entry 3:
The following is a DFT calculation (wB97M-V/def2-TZVPD) of a structure of composition C36H24BrN3O3P2RuS4Se2 at a distorted geometry.

The largest force on an atom is 2.0 eV/A. For the gap between HOMO and LUMO (alpha / beta), the calculation gives 6.386 / 6.113 eV. As for the LUMO energy (alpha / beta): 1.97 / 1.44 eV. Its total energy is -313575.281 eV.

```
! RIJCOSX wB97M-V def2-TZVPD def2/J DEFGRID3
* xyz -1 2
Ru 0.278 -0.304 0.480
Br 1.508 -7.947 1.192
Se -6.205 2.143 1.597
Se 0.309 -0.022 3.022
S 4.347 2.374 -0.447
S 2.147 4.267 0.025
S 0.097 2.133 0.151
S 2.551 0.012 -0.355
P -5.712 0.094 1.574
P -1.843 0.173 3.052
O -0.006 -2.105 -0.962
O 0.759 -2.484 1.068
O 4.677 4.987 -0.231
N -1.913 -0.239 0.381
N -3.941 -0.478 -0.273
N -2.682 -0.484 -0.657
C -2.660 -0.926 5.522
C -5.877 -2.106 3.321
C -1.076 -4.755 -1.020
C -7.187 -0.670 5.309
C 0.450 -6.640 0.301
C -8.366 -2.299 -1.345
C -7.215 -2.886 -0.830
C -4.037 3.173 4.724
C -2.343 1.767 3.744
C -2.684 -0.091 1.499
C -0.036 -4.354 -0.191
C -2.722 -2.003 6.401
C 2.742 1.688 -0.251
C 3.891 4.070 -0.222
C -6.775 -0.030 4.143
C -6.968 -2.030 5.466
C -2.095 -2.445 3.732
C 0.728 -5.299 0.491
C 1.722 2.564 -0.041
C -6.117 -0.743 3.146
C -1.827 4.042 4.323
C 0.267 -2.886 -0.022
C -2.345 -1.147 4.187
C -3.123 4.215 4.795
C -8.681 -0.992 -1.011
C -6.316 -2.747 4.469
C -3.648 1.949 4.201
C -1.352 -6.106 -1.175
C -0.582 -7.061 -0.522
C -7.857 -0.274 -0.147
C -2.451 -3.286 5.954
C -6.389 -2.171 0.021
C -4.010 -0.239 1.063
C -6.712 -0.861 0.376
C -2.150 -3.510 4.613
C -1.433 2.820 3.794
H -5.361 -2.674 2.556
H -7.689 -0.102 6.084
H -4.359 1.136 4.147
H -6.141 -3.808 4.588
H -2.968 -1.831 7.442
H -2.834 0.081 5.882
H -2.466 -4.115 6.651
H 1.517 -4.964 1.151
H -1.650 -3.992 -1.533
H -1.938 -4.512 4.257
H -2.167 -6.424 -1.816
H -3.423 5.168 5.217
H -5.061 3.313 5.052
H -0.429 2.678 3.417
H -5.474 -2.624 0.378
H -9.010 -2.863 -2.012
H -7.299 -2.535 6.366
H -8.090 0.748 0.117
H -0.778 -8.115 -0.653
H -1.118 4.862 4.358
H -9.567 -0.521 -1.423
H -6.955 -3.903 -1.101
H -1.807 -2.605 2.698
H -6.977 1.023 3.985
*
```

Here are the Löwdin charges for atoms 1 to 8, given in e:
1 Ru 0.609
2 Br 0.702
3 Se 0.322
4 Se 0.485
5 S 0.939
6 S 0.935
7 S 0.560
8 S 0.583

***

Entry 4:
The following is a DFT calculation (wB97M-V/def2-TZVPD) of a structure of composition C36H25Cl2CrIN9O4 at a distorted geometry.

The largest force on an atom is 3.9 eV/A. For the gap between HOMO and LUMO (alpha / beta), the calculation gives 4.493 / 6.770 eV. As for the LUMO energy (alpha / beta): 1.96 / 1.95 eV. Its total energy is -120909.700 eV.

```
! RIJCOSX wB97M-V def2-TZVPD def2/J DEFGRID3
* xyz -1 5
I 16.086 17.403 11.194
Cr 13.998 10.122 9.913
Cl 8.401 12.962 7.140
Cl 8.970 14.613 9.819
O 17.589 10.917 9.111
O 15.375 10.882 8.656
O 11.561 9.275 6.690
O 12.988 13.289 12.315
N 7.944 10.055 15.093
N 12.590 10.321 8.550
N 11.568 8.322 12.955
N 13.121 11.762 10.516
N 8.407 8.983 14.535
N 9.721 9.190 14.141
N 12.903 8.836 11.360
N 15.316 10.744 11.446
N 14.334 8.294 8.723
C 10.099 10.470 14.427
C 13.703 8.430 12.414
C 17.020 10.565 13.105
C 13.382 7.101 6.899
C 15.087 14.942 9.872
C 14.318 6.093 7.006
C 17.388 13.380 10.288
C 16.506 10.237 11.923
C 9.808 12.641 8.146
C 15.337 12.229 13.343
C 10.466 9.221 10.861
C 16.350 12.836 9.558
C 12.844 8.131 13.431
C 16.485 11.440 9.058
C 10.390 7.985 13.715
C 13.374 8.188 7.776
C 12.447 9.388 7.588
C 16.194 15.476 10.536
C 15.247 7.294 8.820
C 10.211 12.991 15.416
C 11.381 12.391 14.859
C 16.479 11.646 13.863
C 17.384 14.697 10.697
C 8.985 11.036 15.047
C 15.302 6.209 7.943
C 15.224 13.671 9.304
C 11.065 13.103 10.226
C 9.019 12.335 15.577
C 10.048 13.384 9.328
C 13.553 12.370 11.659
C 12.044 12.174 9.832
C 11.771 11.424 8.651
C 11.635 8.812 11.728
C 10.710 11.652 7.835
C 14.729 11.779 12.154
C 11.355 11.139 14.356
H 10.765 7.537 14.585
H 9.579 7.455 13.159
H 18.274 12.791 10.484
H 11.209 13.739 11.095
H 16.161 5.632 8.079
H 17.967 10.175 13.471
H 10.542 10.971 6.984
H 18.069 15.062 11.413
H 17.001 9.366 11.334
H 14.141 15.525 9.866
H 15.945 7.385 9.647
H 10.832 9.780 10.073
H 12.232 10.632 13.928
H 14.793 8.515 12.462
H 8.097 12.752 16.050
H 9.707 9.875 11.433
H 12.561 7.103 6.174
H 14.868 13.084 13.802
H 16.970 11.960 14.694
H 9.967 8.308 10.578
H 10.221 13.977 15.812
H 14.314 5.343 6.193
H 14.381 13.114 8.925
H 12.285 12.997 14.879
H 13.156 7.815 14.400
*
```

Here are the Löwdin charges for atoms 1 to 8, given in e:
1 I 0.860
2 Cr 0.904
3 Cl 0.602
4 Cl 0.662
5 O 0.044
6 O -0.139
7 O -0.011
8 O -0.020

***

Entry 5:
The following is a DFT calculation (wB97M-V/def2-TZVPD) of a structure of composition C36H25Cl2N4O2PtSi.

The largest force on an atom is 0.3 eV/A. For the gap between HOMO and LUMO, the calculation gives 7.161 eV. As for the LUMO energy: 2.34 eV. Its total energy is -83967.977 eV.

```
! RIJCOSX wB97M-V def2-TZVPD def2/J DEFGRID3
* xyz -1 1
Pt -0.018 -0.323 0.927
Cl 2.380 -5.810 4.190
Cl 5.278 -4.771 3.317
Si -0.745 0.775 -0.991
O 3.218 1.113 0.327
O -0.320 -1.553 4.906
N 0.554 -1.233 2.775
N 1.329 -1.354 -0.194
N 3.167 -0.273 2.165
N -1.335 0.552 2.225
C -4.552 0.842 -2.783
C 3.874 -3.748 3.193
C 3.581 -1.802 -0.794
C -2.202 0.442 4.443
C 3.040 0.013 0.896
C -3.092 1.463 4.163
C 1.669 -2.067 2.952
C 1.811 -3.040 -1.805
C 0.707 3.103 -0.271
C 1.536 0.634 -2.699
C -4.711 -0.574 -0.855
C -3.212 1.064 -2.503
C -1.330 0.015 3.458
C 2.943 -1.588 2.574
C 0.179 0.302 -2.585
C 0.926 -2.303 -1.058
C -0.298 -1.049 3.781
C -1.481 3.615 -1.100
C 2.280 0.238 -3.800
C 2.619 -4.201 3.570
C -2.187 1.548 1.958
C -3.076 2.031 2.898
C -3.368 -0.343 -0.583
C -0.024 5.396 -0.401
C -0.514 2.655 -0.794
C 0.950 4.457 -0.085
C 1.688 -0.498 -4.820
C -5.308 0.023 -1.955
C 4.026 -2.463 2.708
C -1.243 4.971 -0.907
C -2.587 0.487 -1.392
C 3.172 -2.782 -1.671
C -0.393 -0.444 -3.616
C 1.530 -3.357 3.450
C 2.634 -1.098 -0.057
C 0.348 -0.839 -4.725
H 1.439 -3.789 -2.489
H 0.552 -3.704 3.751
H -0.124 -1.416 -5.512
H -5.290 -1.223 -0.208
H 1.484 2.392 -0.002
H -0.143 -2.442 -1.137
H 1.905 4.775 0.316
H -2.906 -0.824 0.273
H -2.014 5.693 -1.149
H 5.011 -2.107 2.437
H -6.355 -0.155 -2.172
H -2.134 -0.048 5.404
H 0.165 6.452 -0.248
H 2.271 -0.808 -5.679
H -2.146 1.972 0.966
H -2.446 3.308 -1.486
H 2.034 1.176 -1.899
H -5.008 1.303 -3.652
H -2.634 1.693 -3.173
H -1.436 -0.733 -3.556
H 3.331 0.498 -3.856
H 3.896 -3.340 -2.249
H -3.781 1.818 4.918
H -3.739 2.840 2.627
H 4.625 -1.556 -0.660
*
```

Here are the Löwdin charges for atoms 1 to 8, given in e:
1 Pt 1.008
2 Cl 0.620
3 Cl 0.617
4 Si 0.580
5 O -0.054
6 O 0.019
7 N -0.035
8 N -0.086

***

Entry 6:
The following is a DFT calculation (wB97M-V/def2-TZVPD) of a structure of composition C36H25Cl3FGeN6O2STi at a distorted geometry.

The largest force on an atom is 2.4 eV/A. For the gap between HOMO and LUMO (alpha / beta), the calculation gives 3.046 / 5.592 eV. As for the LUMO energy (alpha / beta): -7.80 / -7.80 eV. Its total energy is -181515.055 eV.

```
! RIJCOSX wB97M-V def2-TZVPD def2/J DEFGRID3
* xyz 2 2
Ge -3.186 1.347 1.922
Ti -0.836 0.570 -0.354
Cl -4.111 -0.224 3.067
Cl -2.606 2.772 3.459
Cl -0.455 -0.025 1.938
S -3.744 7.639 -1.066
F 4.753 -3.350 5.252
O 0.844 1.303 -1.777
O -2.313 -0.713 -0.596
N -0.498 2.745 0.360
N 0.044 -2.307 -0.683
N 0.277 -1.082 -1.027
N -2.659 7.078 -0.022
N -3.972 6.321 -1.957
N -1.947 1.919 -1.749
C -0.157 -6.270 0.642
C -2.448 -4.717 0.425
C -3.621 -3.910 0.294
C -3.509 2.266 -3.517
C 2.593 -1.745 2.944
C 3.148 -0.248 1.131
C -3.712 3.565 -3.112
C -2.630 1.465 -2.794
C -0.047 -4.946 0.272
C -2.328 -1.968 -0.290
C 4.035 -0.314 -2.711
C -3.155 5.393 -1.488
C -2.538 -6.065 0.805
C 2.993 -2.527 3.983
C 3.752 -1.606 -2.291
C 0.230 3.124 1.404
C -2.115 3.199 -1.355
C 4.367 -2.604 4.254
C 3.565 -1.027 2.161
C 2.518 -1.906 -1.736
C -1.324 3.650 -0.212
C 1.862 0.387 -2.006
C -1.455 4.949 0.282
C 1.561 -0.905 -1.592
C -1.189 -4.148 0.154
C 5.359 -1.929 3.521
C 0.991 2.538 -2.503
C -0.665 5.333 1.369
C 0.196 4.415 1.921
C 3.088 0.693 -2.572
C -1.122 -2.745 -0.240
C -2.396 5.830 -0.371
C -3.574 -2.602 -0.063
C 4.960 -1.147 2.484
C -1.406 -6.836 0.912
C -3.011 4.051 -2.004
H 0.925 -4.519 0.068
H -1.478 -7.875 1.201
H 2.088 -0.186 0.905
H 1.545 -1.636 2.692
H 4.989 -0.085 -3.165
H -3.514 -6.489 1.008
H 4.487 -2.390 -2.416
H 1.101 2.324 -3.565
H 0.100 3.126 -2.337
H 0.734 -6.879 0.722
H 0.841 2.360 1.863
H -2.480 0.425 -3.054
H -4.579 -4.375 0.495
H 2.303 -3.081 4.604
H 2.275 -2.914 -1.434
H 3.316 1.691 -2.915
H 6.395 -2.052 3.804
H 3.846 0.307 0.514
H -4.404 4.218 -3.628
H 1.856 3.088 -2.135
H -0.753 6.338 1.761
H 0.815 4.666 2.770
H 5.684 -0.606 1.888
H -4.032 1.854 -4.368
H -4.466 -1.996 -0.146
*
```

Here are the Löwdin charges for atoms 1 to 8, given in e:
1 Ge 0.191
2 Ti 0.952
3 Cl 0.064
4 Cl 0.070
5 Cl 0.214
6 S 1.113
7 F 0.112
8 O -0.192